Record 1
# C32H38MnN10O6P2

A molecular structure, C32H38MnN10O6P2 (ωB97M-V/def2-TZVPD, OMol25).

The geometry in XYZ format:
```
89
Properties=species:S:1:pos:R:3:forces:R:3
Mn -0.899 -0.797 0.835 0.063 0.145 -0.632
N 2.526 0.377 1.434 -0.161 -0.242 -0.044
C 2.059 -0.096 2.591 0.058 0.072 -0.201
N 2.919 -0.170 3.611 -0.060 0.010 -0.227
C 2.368 -0.519 4.760 -0.097 0.008 0.186
N 3.182 -0.709 5.815 -0.090 -0.012 0.046
N 1.049 -0.683 4.967 0.253 -0.064 0.340
C 0.308 -0.632 3.881 -0.320 -0.081 0.220
N 0.742 -0.430 2.646 0.081 0.041 -0.297
C -1.164 -0.778 4.108 0.333 0.031 0.180
C -1.672 -0.584 5.384 0.040 0.058 0.242
C -3.034 -0.692 5.588 0.118 0.025 0.118
C -3.834 -1.015 4.511 -0.089 -0.055 -0.098
C -3.234 -1.193 3.277 -0.175 -0.032 -0.177
N -1.925 -1.063 3.067 -0.135 -0.004 -0.255
H 3.520 0.496 1.354 -0.002 0.051 -0.046
H 1.919 0.325 0.616 0.129 0.013 0.012
H 4.155 -0.483 5.727 0.002 -0.016 0.001
H 2.772 -0.890 6.712 0.032 0.016 0.003
H -0.986 -0.344 6.182 -0.036 -0.017 0.021
H -3.465 -0.530 6.568 0.040 0.005 0.018
H -4.907 -1.116 4.612 0.033 -0.003 -0.029
H -3.824 -1.430 2.401 0.029 0.032 -0.011
C 4.014 3.039 -3.209 -0.043 0.031 -0.018
C 2.686 3.730 -3.375 0.003 -0.025 0.045
C 2.573 4.914 -4.093 -0.005 -0.008 0.010
C 1.354 5.564 -4.239 0.073 0.010 -0.029
C 0.217 5.013 -3.670 -0.016 -0.026 0.028
C 0.298 3.821 -2.964 -0.005 -0.021 -0.074
C 1.529 3.184 -2.802 -0.037 -0.048 0.011
N 1.659 1.957 -2.105 -0.153 -0.063 -0.047
C 0.828 1.445 -1.117 -0.120 -0.059 -0.012
N 0.262 2.408 -0.364 0.023 -0.243 0.431
C -0.831 2.406 0.562 0.052 0.139 -0.256
C -1.584 1.266 0.842 -0.156 -0.051 0.066
C -2.756 1.541 1.568 -0.061 0.017 -0.036
C -3.100 2.787 2.068 -0.096 -0.073 0.015
C -2.242 3.854 1.862 0.053 0.026 -0.013
C -1.105 3.684 1.090 0.085 0.093 -0.066
C -0.196 4.865 0.828 -0.018 -0.009 0.030
N 0.713 0.162 -0.888 0.377 0.289 -0.226
C 1.302 -0.673 -1.895 -0.003 0.129 0.015
C 2.482 -1.368 -1.634 -0.052 0.068 0.012
C 3.101 -2.123 -2.620 0.014 -0.040 0.038
C 2.536 -2.203 -3.884 -0.086 -0.002 0.008
C 1.332 -1.553 -4.130 -0.011 -0.003 -0.036
C 0.697 -0.788 -3.155 -0.113 0.002 -0.003
C -0.627 -0.129 -3.437 0.078 -0.025 -0.065
H 4.818 3.653 -3.614 -0.024 -0.026 0.009
H 4.041 2.075 -3.728 -0.006 0.042 0.017
H 4.223 2.845 -2.154 0.000 -0.001 -0.034
H 3.466 5.340 -4.540 -0.048 -0.028 0.025
H 1.295 6.488 -4.803 0.002 -0.052 0.052
H -0.743 5.502 -3.787 0.041 -0.048 0.012
H -0.600 3.373 -2.555 0.033 0.022 -0.028
H 2.252 1.269 -2.536 0.040 -0.083 -0.060
H 0.579 3.328 -0.608 0.089 0.108 0.052
H -3.457 0.735 1.741 -0.018 -0.063 0.055
H -4.024 2.924 2.622 0.065 -0.014 -0.030
H -2.463 4.830 2.280 0.019 -0.005 -0.022
H -0.487 5.707 1.457 0.006 -0.039 -0.038
H -0.245 5.210 -0.212 0.027 -0.032 0.056
H 0.850 4.631 1.056 -0.076 0.038 -0.023
H 2.901 -1.337 -0.637 0.035 0.036 0.027
H 4.017 -2.659 -2.395 -0.040 0.046 0.003
H 3.012 -2.782 -4.665 -0.010 0.014 0.020
H 0.861 -1.645 -5.105 0.015 0.003 0.081
H -1.179 -0.707 -4.177 0.022 0.010 0.019
H -0.496 0.888 -3.820 0.019 0.012 0.036
H -1.231 -0.083 -2.533 -0.026 0.003 0.012
N -0.696 -5.546 0.143 -0.086 0.044 -0.023
C -1.688 -4.656 -0.495 -0.045 0.261 0.012
C -2.852 -5.362 -1.187 0.081 0.119 0.027
P -2.241 -3.537 0.844 -0.278 -0.394 0.574
O -3.285 -4.454 1.668 -0.203 0.211 -0.103
O -2.848 -2.211 0.549 0.209 -0.224 0.086
O -0.984 -3.456 1.823 0.037 -0.137 -0.073
P -0.814 -3.435 -1.597 0.010 0.064 0.012
O 0.483 -4.326 -2.000 0.089 0.183 -0.336
O -1.599 -3.086 -2.797 -0.023 -0.062 0.039
O -0.385 -2.373 -0.611 0.183 0.117 0.180
H -1.146 -6.380 0.499 -0.059 -0.051 0.030
H -0.364 -4.167 1.531 -0.131 0.110 -0.001
H 0.012 -5.818 -0.528 0.008 0.012 -0.054
H -3.416 -5.967 -0.476 0.019 -0.034 0.007
H -2.470 -6.003 -1.982 0.021 0.021 -0.022
H -3.522 -4.630 -1.643 0.036 -0.039 0.014
H -4.025 -3.925 2.002 0.158 -0.157 -0.092
H 0.734 -4.102 -2.913 -0.020 -0.081 0.282
```
Forces are in eV/Å.

Output
Spin multiplicity   6
Charge   0
Electronic energy   -110895.2696 eV
<S²>   8.755


Record 2
# C32H38N2O2OsPS2Si

A molecular structure, C32H38N2O2OsPS2Si (ωB97M-V/def2-TZVPD, OMol25).

The geometry in XYZ format:
```
79
Properties=species:S:1:pos:R:3:forces:R:3
Os 0.163 0.505 -0.516 0.725 -1.326 -0.197
C 5.329 4.604 0.560 -0.010 -0.002 0.005
C 4.295 3.884 1.401 -0.034 -0.016 0.018
O 2.960 4.178 0.972 0.073 0.078 -0.022
P 2.399 3.368 -0.350 -0.044 -0.173 -0.097
S 0.482 1.606 -2.589 -0.199 0.353 -0.370
S 1.399 1.865 0.847 -0.158 0.101 0.104
O 1.218 4.379 -0.778 0.058 0.076 0.068
C 0.299 4.998 0.132 -0.013 -0.039 0.025
C 0.703 6.429 0.414 -0.005 0.002 -0.021
H 6.332 4.392 0.935 0.000 0.001 0.001
H 5.165 5.681 0.600 -0.001 -0.001 -0.003
H 5.276 4.284 -0.480 0.002 0.000 -0.001
H 4.346 4.207 2.441 0.002 -0.024 0.006
H 4.460 2.801 1.389 0.011 -0.004 -0.013
H 0.247 4.411 1.052 -0.009 0.007 0.007
H -0.677 4.959 -0.356 -0.005 -0.009 -0.005
H 1.629 6.458 0.985 0.006 0.004 -0.014
H -0.081 6.931 0.985 0.006 -0.002 0.019
H 0.848 6.971 -0.520 -0.009 0.004 0.002
C 0.274 -1.569 -0.109 -0.017 0.168 0.146
Si -1.472 -2.155 -0.153 0.052 -0.126 -0.168
C -2.151 -0.905 1.080 -0.010 0.024 0.029
N -1.706 0.473 0.665 -0.072 0.517 -0.043
C -2.778 1.070 -0.242 -0.023 -0.041 -0.012
C -3.376 2.356 0.302 0.012 0.011 -0.016
C -3.940 2.147 1.705 -0.012 0.016 -0.004
C -2.880 1.522 2.636 0.002 -0.008 0.015
C -1.567 1.304 1.902 -0.030 0.029 -0.029
C -1.797 -3.918 0.386 -0.087 0.044 0.082
C -1.594 -4.309 1.713 0.019 0.004 -0.005
C -1.794 -5.621 2.114 0.003 0.003 0.005
C -2.202 -6.572 1.189 0.002 -0.007 0.005
C -2.406 -6.206 -0.133 -0.002 -0.003 -0.009
C -2.207 -4.890 -0.528 0.001 0.012 0.005
C -2.252 -1.857 -1.827 0.036 -0.008 -0.021
C -1.467 -1.427 -2.898 -0.010 -0.006 0.005
C -2.036 -1.116 -4.128 0.002 0.005 -0.003
C -3.402 -1.248 -4.308 0.002 0.005 -0.013
C -4.201 -1.696 -3.260 -0.004 -0.003 0.005
C -3.630 -1.994 -2.035 0.000 0.014 0.007
H 0.997 -2.103 -0.723 0.006 -0.003 -0.009
H 0.601 -1.680 0.935 0.023 -0.026 -0.002
H -1.690 -1.133 2.045 0.023 0.010 -0.006
H -3.232 -0.911 1.235 0.006 -0.009 0.032
H -3.570 0.329 -0.361 -0.002 0.003 0.026
H -2.347 1.236 -1.226 -0.009 -0.022 -0.015
H -4.165 2.667 -0.385 0.006 0.007 0.000
H -2.629 3.153 0.295 0.007 -0.004 0.006
H -4.814 1.493 1.638 0.005 -0.007 -0.004
H -4.295 3.096 2.109 -0.012 -0.004 -0.003
H -3.241 0.584 3.061 0.001 0.004 -0.002
H -2.672 2.177 3.483 0.005 -0.002 0.000
H -0.827 0.812 2.533 -0.005 -0.005 0.000
H -1.131 2.256 1.613 0.008 0.016 -0.019
H -1.264 -3.582 2.448 -0.003 -0.003 0.004
H -1.631 -5.903 3.147 0.000 0.001 0.000
H -2.359 -7.597 1.499 0.002 0.001 0.001
H -2.721 -6.946 -0.858 0.000 0.000 -0.001
H -2.374 -4.616 -1.564 -0.005 -0.005 -0.003
H -0.393 -1.335 -2.777 0.013 0.007 -0.007
H -1.410 -0.765 -4.938 0.003 0.000 0.004
H -3.849 -1.007 -5.264 -0.003 -0.002 0.002
H -5.269 -1.807 -3.402 0.000 0.002 -0.001
H -4.265 -2.340 -1.225 0.000 -0.001 0.001
N 6.911 -4.173 1.631 0.003 -0.001 0.002
C 6.161 -3.514 1.064 -0.019 0.012 -0.015
C 5.220 -2.688 0.355 0.009 -0.022 0.009
C 4.601 -3.173 -0.795 0.006 -0.001 0.000
C 3.692 -2.379 -1.470 0.004 0.007 -0.010
C 3.403 -1.094 -1.009 0.032 -0.010 -0.061
C 4.029 -0.613 0.143 0.069 -0.001 0.016
C 4.929 -1.408 0.825 -0.009 0.001 -0.007
C 2.446 -0.268 -1.681 -0.049 0.099 0.199
C 1.725 0.512 -2.285 -0.378 0.322 0.366
H 4.832 -4.168 -1.149 0.002 -0.002 0.001
H 3.198 -2.748 -2.359 0.002 -0.004 0.000
H 3.782 0.380 0.498 -0.007 -0.043 0.002
H 5.413 -1.045 1.722 0.006 0.004 0.003
```
Forces are in eV/Å.

Output
Spin multiplicity   2
Charge   0
Energy relative to the best compared isomer or geometry (same formula, charge and spin)   49.0 kcal per mole
<S²>   0.757


Record 3
# C32H39AsN3PPt

A molecular structure, C32H39AsN3PPt (ωB97M-V/def2-TZVPD, OMol25).

The geometry in XYZ format:
```
77
Properties=species:S:1:pos:R:3:forces:R:3
Pt -0.885 -2.735 -0.227 -0.166 0.178 -0.024
C -3.765 -2.922 -0.488 -0.009 -0.016 0.049
C -3.395 -3.027 -1.974 0.040 -0.056 -0.044
N -1.936 -3.225 -2.182 0.154 0.157 -0.084
C -1.531 -4.592 -2.617 -0.067 0.086 -0.077
C -0.332 -5.104 -1.843 0.088 -0.101 0.096
N -0.437 -4.843 -0.384 0.193 -0.222 -0.083
C -1.408 -5.660 0.388 0.120 -0.102 -0.045
C -2.822 -5.133 0.243 -0.099 0.099 0.009
N -2.805 -3.655 0.367 -0.158 -0.065 0.078
H -3.718 -1.877 -0.178 -0.013 0.002 0.036
H -4.788 -3.271 -0.332 -0.023 -0.038 -0.007
H -3.937 -3.836 -2.464 -0.005 -0.021 0.010
H -3.701 -2.102 -2.459 0.012 -0.003 -0.044
H -1.597 -2.547 -2.853 -0.068 -0.003 -0.018
H -2.384 -5.257 -2.519 0.000 -0.016 0.022
H -1.267 -4.587 -3.674 -0.050 0.025 -0.039
H -0.193 -6.171 -2.034 -0.029 -0.010 0.012
H 0.566 -4.587 -2.179 0.030 -0.010 0.017
H 0.484 -5.003 0.011 -0.019 0.016 0.037
H -1.354 -6.710 0.089 0.008 0.001 -0.011
H -1.104 -5.597 1.433 0.025 0.001 0.009
H -3.267 -5.401 -0.711 0.030 0.019 -0.009
H -3.450 -5.581 1.013 -0.049 0.018 0.003
H -2.978 -3.399 1.335 0.027 0.000 -0.011
C 1.685 -0.047 -0.826 0.064 0.042 -0.148
C 1.907 1.476 -0.794 -0.030 -0.133 -0.134
As 2.867 2.231 0.781 -0.050 -0.085 0.157
C 1.524 3.554 1.295 -0.076 0.005 -0.019
C 1.785 4.919 1.309 -0.032 0.056 0.001
C 0.797 5.820 1.693 0.051 -0.028 0.002
C -0.456 5.368 2.078 0.017 -0.023 -0.006
C -0.718 4.004 2.088 0.036 -0.045 0.001
C 0.269 3.106 1.706 -0.025 0.035 0.004
C 4.084 3.354 -0.211 0.161 0.178 -0.025
C 3.684 4.134 -1.299 0.040 -0.012 0.021
C 4.596 4.953 -1.946 0.030 -0.059 0.056
C 5.917 5.000 -1.510 -0.036 0.002 -0.028
C 6.319 4.235 -0.429 0.005 -0.051 0.036
C 5.405 3.410 0.220 0.007 0.061 -0.103
P 0.132 -0.638 -0.103 -0.152 0.249 0.368
C 0.211 -0.678 1.710 0.043 -0.280 0.116
C 1.444 -0.670 2.364 -0.075 0.055 0.034
C 1.522 -0.957 3.720 0.020 -0.007 0.014
C 0.383 -1.288 4.438 0.032 0.004 0.007
C -0.852 -1.314 3.802 0.033 0.022 -0.069
C -0.937 -1.029 2.449 0.040 0.209 -0.011
C -1.175 0.466 -0.707 -0.160 -0.168 -0.054
C -1.227 0.658 -2.092 -0.110 -0.010 -0.017
C -2.274 1.367 -2.660 0.009 -0.006 0.025
C -3.292 1.869 -1.855 0.028 -0.002 0.002
C -3.245 1.683 -0.481 0.037 -0.006 -0.049
C -2.194 0.981 0.094 0.128 0.153 -0.015
H 2.500 -0.612 -0.368 0.025 0.019 0.033
H 1.649 -0.389 -1.865 -0.012 -0.051 0.007
H 0.975 2.023 -0.941 -0.039 -0.040 0.000
H 2.546 1.708 -1.645 0.001 0.039 -0.016
H 2.758 5.291 1.015 -0.001 0.011 -0.019
H 1.011 6.881 1.690 0.011 -0.012 0.013
H -1.218 6.072 2.383 0.005 -0.011 -0.018
H -1.690 3.644 2.406 0.022 -0.009 -0.001
H 0.062 2.041 1.746 -0.016 -0.025 -0.004
H 2.653 4.120 -1.634 -0.009 0.016 0.015
H 4.280 5.561 -2.784 -0.003 -0.012 -0.004
H 6.630 5.636 -2.018 -0.015 0.008 0.019
H 7.345 4.276 -0.087 -0.013 -0.008 -0.007
H 5.726 2.808 1.062 0.002 0.018 0.018
H 2.350 -0.416 1.837 0.058 0.025 -0.056
H 2.485 -0.921 4.214 -0.026 -0.006 -0.014
H 0.455 -1.524 5.491 -0.006 0.037 -0.007
H -1.747 -1.548 4.363 -0.005 0.001 -0.006
H -1.914 -1.012 1.981 -0.019 -0.107 -0.059
H -0.442 0.271 -2.734 0.012 0.018 0.016
H -2.291 1.538 -3.728 -0.011 -0.007 0.010
H -4.111 2.419 -2.300 0.014 0.012 0.001
H -4.019 2.101 0.150 0.013 -0.009 -0.007
H -2.151 0.888 1.169 0.005 -0.004 0.035
```
Forces are in eV/Å.

Output
Spin multiplicity   3
Charge   +2
Electronic energy   -111646.2193 eV
<S²>   2.009